17
Properties=species:S:1:pos:R:3 method="wB97M-V/def2-TZVPD" gap_ev=9.90 relative_energy_kcal_mol=28.0 smiles="C[C@@H]1[C@@H]2C=CC[C@H]12" total_charge=0 largest_force_ev_per_a=0.6 e_homo_ev=-8.736
C 1.06 0.44 -1.45
C -0.24 0.91 -0.86
C -1.21 0.01 -0.13
C -0.78 -1.37 0.36
C 0.39 -1.06 1.27
C 0.53 0.25 1.49
C -0.42 1.04 0.65
H 1.11 0.72 -2.50
H 1.95 0.92 -0.98
H 1.19 -0.64 -1.35
H -0.72 1.70 -1.43
H -2.27 0.17 -0.32
H -0.52 -2.04 -0.47
H -1.59 -1.87 0.91
H 1.03 -1.84 1.67
H 1.33 0.71 2.09
H -0.86 1.94 1.04